Record 1
The following is a DFT calculation (ωB97M-V/def2-TZVPD) of a structure of composition C22H56CoF6N3O8S2Si6Te2 in a non-equilibrium geometry.

As for the total charge: -1. The calculation puts the HOMO-LUMO gap (spin up / spin down) at 6.88 / 6.65 eV. As for the spin multiplicity: 4.

Geometry (Å):
Co -0.226 -1.234 0.216
N 2.510 -2.158 0.571
N 2.918 -2.030 -0.754
C 1.973 -1.988 -1.790
O 2.385 -2.148 -2.929
O 0.754 -1.715 -1.461
H 3.072 -1.565 1.172
H 2.577 -3.121 0.889
H 3.797 -2.445 -1.019
O 0.143 -2.996 2.685
C -0.122 -2.486 1.713
C 2.274 4.001 -0.650
Si 3.463 2.799 0.145
C 4.038 1.597 -1.175
C 4.982 3.773 0.669
Si 2.562 1.741 1.994
Te 0.321 0.709 1.826
Si 4.170 0.239 2.762
C 5.594 1.073 3.664
C 4.963 -0.760 1.377
C 3.383 -0.931 4.001
Si 2.146 3.250 3.715
C 0.695 4.332 3.245
C 1.650 2.290 5.249
C 3.556 4.371 4.235
H 2.785 4.614 -1.399
H 1.826 4.671 0.093
H 1.453 3.463 -1.137
H 4.055 2.084 -2.155
H 3.375 0.729 -1.243
H 5.043 1.223 -0.960
H 5.355 4.365 -0.174
H 5.788 3.110 1.001
H 4.762 4.457 1.495
H 6.189 1.688 2.980
H 6.257 0.324 4.110
H 5.233 1.728 4.465
H 5.859 -0.245 1.019
H 4.301 -0.890 0.516
H 5.266 -1.755 1.725
H 3.129 -0.382 4.914
H 4.050 -1.757 4.272
H 2.442 -1.345 3.624
H -0.160 3.707 2.963
H 0.924 4.976 2.389
H 0.390 4.969 4.082
H 0.948 1.495 4.979
H 1.160 2.946 5.976
H 2.515 1.825 5.734
H 3.829 5.084 3.450
H 4.456 3.804 4.492
H 3.249 4.942 5.117
F -5.025 -1.076 1.478
C -4.999 0.240 1.215
F -5.578 0.868 2.220
F -5.693 0.431 0.098
S -3.184 0.781 1.076
O -2.504 -0.510 1.105
O -3.004 1.689 2.169
N -2.952 1.462 -0.356
S -3.638 2.931 -0.487
O -3.632 3.342 -1.860
O -4.864 3.021 0.259
C -2.460 4.136 0.351
F -2.150 5.099 -0.523
F -1.338 3.547 0.732
F -3.052 4.699 1.395
C 0.566 1.305 -2.818
O 0.146 1.192 -1.461
H 0.240 2.253 -3.257
H 0.194 0.477 -3.427
H 1.652 1.262 -2.823
H -0.812 1.334 -1.423
C -1.829 -6.536 -2.430
Si -1.673 -4.920 -1.509
C -3.147 -4.773 -0.381
C -0.114 -4.970 -0.483
C -1.543 -3.545 -2.750
Te -1.836 -1.550 -2.044
C -3.973 -1.697 -2.038
Si -4.712 -1.240 -3.694
C -4.111 0.408 -4.293
C -6.569 -1.213 -3.486
C -4.301 -2.523 -4.990
H -1.863 -7.381 -1.733
H -0.981 -6.693 -3.104
H -2.744 -6.562 -3.031
H -3.135 -5.584 0.354
H -4.089 -4.839 -0.932
H -3.141 -3.823 0.166
H -0.275 -5.487 0.467
H 0.215 -3.950 -0.267
H 0.699 -5.470 -1.018
H -2.233 -3.660 -3.588
H -0.523 -3.537 -3.152
H -4.314 -0.980 -1.293
H -4.289 -2.690 -1.716
H -4.031 1.130 -3.476
H -4.799 0.829 -5.033
H -3.122 0.324 -4.754
H -6.857 -0.483 -2.723
H -6.943 -2.192 -3.170
H -7.071 -0.943 -4.420
H -3.229 -2.546 -5.208
H -4.824 -2.281 -5.921
H -4.609 -3.530 -4.687

Results of the Löwdin charge analysis, in e, for atoms 1 through 2: Co 0.200; N 0.018



Record 2
The following is a DFT calculation (ωB97M-V/def2-TZVPD) of a cluster of 10 separate species, C22H56N2O8S8 in total in a non-equilibrium geometry.

The calculation puts the HOMO-LUMO gap at 8.37 eV. The energy above the lowest of the compared OMol25 structures with the same formula, charge and spin comes out at 37.4 kJ/mol.

Geometry (Å):
C -2.250 -2.776 -1.271
S -3.599 -3.514 -2.270
O -2.936 -4.782 -2.713
C -3.461 -2.329 -3.648
H -1.985 -3.277 -0.350
H -2.566 -1.739 -1.089
H -1.407 -2.617 -1.942
H -4.260 -2.456 -4.382
H -2.520 -2.389 -4.194
H -3.634 -1.305 -3.300
C 4.028 0.773 -2.487
S 4.236 -1.032 -2.410
O 5.151 -1.394 -3.553
C 2.631 -1.472 -3.166
H 4.047 1.090 -3.530
H 4.921 1.262 -2.091
H 3.127 1.089 -1.966
H 2.507 -0.888 -4.077
H 1.761 -1.285 -2.533
H 2.796 -2.531 -3.351
C 2.195 4.502 -0.829
S 0.687 3.501 -0.648
O 0.215 3.571 0.786
C -0.403 4.653 -1.557
H 2.503 4.307 -1.864
H 3.069 4.126 -0.294
H 2.129 5.577 -0.672
H -0.364 5.578 -0.984
H -1.426 4.279 -1.568
H -0.073 4.773 -2.588
C -0.754 3.560 3.958
S -2.480 4.021 4.246
O -2.633 5.526 4.126
C -3.268 3.449 2.734
H -0.571 2.493 4.107
H -0.111 4.138 4.614
H -0.495 3.700 2.904
H -4.338 3.290 2.867
H -2.935 2.432 2.490
H -3.048 4.124 1.911
C -0.531 1.126 -4.091
S 0.906 1.824 -4.970
O 1.873 2.495 -4.048
C -0.177 3.186 -5.609
H -0.439 0.069 -3.840
H -1.399 1.177 -4.750
H -0.764 1.715 -3.202
H 0.423 4.024 -5.971
H -0.720 3.629 -4.769
H -0.890 2.906 -6.381
C 4.386 -0.168 4.959
S 2.809 0.698 4.946
O 2.435 1.283 6.282
C 1.851 -0.805 4.598
H 4.448 -0.758 4.043
H 4.623 -0.766 5.836
H 5.139 0.616 4.848
H 2.146 -1.677 5.185
H 1.902 -1.019 3.532
H 0.808 -0.649 4.883
C -4.871 -0.568 3.088
S -3.665 -0.729 4.422
O -2.458 -0.027 3.869
C -4.356 0.395 5.676
H -5.763 -1.140 3.328
H -4.225 -0.802 2.245
H -5.170 0.479 3.004
H -4.802 1.270 5.198
H -3.628 0.752 6.399
H -5.166 -0.092 6.223
C 0.434 -5.219 -2.906
S 0.263 -6.605 -4.045
O 1.521 -6.579 -4.837
C 0.363 -8.034 -2.878
H -0.522 -4.978 -2.442
H 0.703 -4.398 -3.577
H 1.244 -5.214 -2.174
H -0.498 -7.963 -2.214
H 1.296 -8.113 -2.319
H 0.320 -8.943 -3.477
C 2.612 1.121 1.446
C 3.362 -0.146 1.341
N 3.978 -1.115 1.296
H 1.601 0.964 1.814
H 2.530 1.616 0.480
H 3.128 1.768 2.152
N -0.662 -0.447 1.794
C 0.027 -1.587 1.483
C 0.481 -1.501 0.202
C 0.066 -0.209 -0.248
C -0.723 0.385 0.706
H -1.036 -0.226 2.715
H 0.127 -2.397 2.188
H 0.974 -2.277 -0.359
H 0.440 0.296 -1.131
H -1.236 1.328 0.642

Results of the Löwdin charge analysis, in e, for atoms 1 through 2: C -0.267; S 0.845



Record 3
The following is a DFT calculation (ωB97M-V/def2-TZVPD) of a structure of composition C22H57MnO24S7 in a non-equilibrium geometry.

As for the total charge: +1. The calculation puts the HOMO-LUMO gap (spin up / spin down) at 7.94 / 7.65 eV. As for the spin multiplicity: 6. The energy above the lowest of the compared OMol25 structures with the same formula, charge and spin comes out at 175.1 kJ/mol.

Geometry (Å):
Mn -0.128 0.181 -2.876
O 0.336 -1.179 0.685
C 0.277 -0.729 -0.555
O 0.546 0.481 -0.828
O -0.047 -1.476 -1.541
H 0.505 -0.292 1.106
O -6.498 -3.000 1.755
S -6.833 -1.791 1.093
O -7.749 -0.868 1.643
O -5.471 -0.992 0.851
C -4.356 -1.706 0.300
C -3.107 -1.431 1.070
C -7.320 -2.193 -0.577
H -4.257 -1.460 -0.767
H -4.575 -2.774 0.212
H -2.299 -2.118 0.823
H -3.229 -1.394 2.153
H -2.714 -0.422 0.879
H -6.716 -3.075 -0.799
H -7.037 -1.380 -1.235
H -8.356 -2.511 -0.612
O -0.394 5.697 1.911
S -0.779 4.350 2.122
O -0.315 3.645 3.279
O -2.357 4.244 2.149
C -2.940 2.925 2.187
C -4.121 2.960 3.139
C -0.334 3.395 0.682
H -2.227 2.194 2.582
H -3.197 2.634 1.170
H -4.771 3.800 2.907
H -3.795 2.964 4.177
H -4.672 2.022 3.018
H -0.947 3.797 -0.122
H -0.420 2.332 0.857
H 0.715 3.672 0.584
O 0.655 2.189 -2.907
S 0.947 3.479 -3.527
O -0.146 4.337 -3.790
O 1.963 4.247 -2.626
C 3.027 3.461 -1.985
C 4.361 4.129 -2.272
C 1.839 3.222 -5.059
H 3.071 2.416 -2.277
H 2.847 3.569 -0.918
H 4.648 4.025 -3.324
H 5.159 3.629 -1.725
H 4.311 5.192 -2.049
H 2.711 2.598 -4.880
H 2.058 4.223 -5.409
H 1.122 2.636 -5.632
O 1.270 -6.704 0.006
S 0.256 -5.987 0.712
O -1.010 -5.699 0.113
O -0.021 -6.700 2.109
C -0.109 -8.144 2.134
C 0.602 -8.610 3.393
C 0.964 -4.491 1.357
H 0.393 -8.663 1.320
H -1.165 -8.401 2.179
H 1.681 -8.515 3.324
H 0.309 -9.646 3.592
H 0.242 -8.104 4.292
H 0.199 -4.068 2.000
H 1.184 -3.865 0.499
H 1.883 -4.779 1.852
O 7.201 -2.519 0.513
S 5.989 -2.492 -0.211
O 4.804 -3.171 0.207
O 5.577 -0.953 -0.396
C 4.181 -0.657 -0.604
C 4.064 0.854 -0.724
C 6.368 -2.917 -1.896
H 3.684 -0.997 0.302
H 3.788 -1.136 -1.504
H 4.454 1.193 -1.690
H 4.705 1.297 0.039
H 3.022 1.159 -0.654
H 7.043 -2.127 -2.221
H 5.454 -2.951 -2.477
H 6.923 -3.851 -1.877
O 2.537 2.764 2.595
S 1.999 1.561 3.111
O 0.923 0.899 2.413
O 3.249 0.578 3.295
C 3.066 -0.846 3.177
C 4.419 -1.527 3.197
C 1.531 1.735 4.831
H 2.542 -1.090 2.256
H 2.505 -1.222 4.038
H 5.095 -1.314 2.365
H 4.234 -2.598 3.087
H 4.970 -1.310 4.111
H 1.795 0.797 5.307
H 0.471 1.960 4.782
H 2.132 2.544 5.232
O -1.938 1.204 -2.257
S -2.917 2.261 -2.390
O -2.797 3.382 -1.536
O -2.846 2.695 -3.893
C -3.517 3.932 -4.219
C -3.477 4.210 -5.697
C -4.509 1.535 -2.222
H -3.058 4.784 -3.713
H -4.544 3.933 -3.841
H -3.759 5.227 -5.949
H -4.055 3.482 -6.270
H -2.456 4.079 -6.072
H -5.317 2.243 -2.390
H -4.576 1.202 -1.184
H -4.625 0.686 -2.891

Results of the Löwdin charge analysis, in e, for atoms 1 through 2: Mn 1.185; O 0.133



Record 4
The following is a DFT calculation (ωB97M-V/def2-TZVPD) of a cluster of 3 separate species, C22H59N8O6P4S in total in a non-equilibrium geometry.

As for the total charge: -1. The calculation puts the HOMO-LUMO gap at 5.19 eV.

Geometry (Å):
C 3.577 3.604 -1.507
C 4.797 2.543 -1.522
C 4.299 1.073 -1.060
C 4.465 -0.056 -2.203
C 4.161 -1.513 -1.599
C 2.914 -2.278 -2.315
C 1.587 -2.077 -1.377
C 0.952 -0.677 -1.820
C -0.295 -0.163 -0.931
N -1.549 -0.248 -1.758
P -1.735 1.064 -2.911
O -0.362 1.379 -3.868
O -2.387 2.514 -2.203
S -3.133 0.472 -4.173
P 0.146 1.601 -0.323
N 1.174 1.620 0.910
C -0.537 -1.180 0.325
O -1.512 -2.032 0.333
O 0.307 -1.221 1.430
H 2.877 3.387 -2.402
H 2.957 3.570 -0.548
H 4.003 4.662 -1.677
H 5.224 2.502 -2.587
H 5.598 2.919 -0.783
H 4.958 0.744 -0.180
H 3.224 1.188 -0.690
H 3.843 0.224 -3.123
H 5.579 -0.022 -2.521
H 3.991 -1.430 -0.469
H 5.089 -2.191 -1.744
H 3.151 -3.375 -2.516
H 2.707 -1.695 -3.292
H 1.969 -2.120 -0.304
H 0.887 -2.966 -1.619
H 0.538 -0.837 -2.891
H 1.731 0.176 -1.850
H -2.404 -0.188 -1.159
H 0.441 1.574 -3.331
H -2.068 3.276 -2.739
H -1.061 2.297 0.055
H 0.761 2.384 -1.374
H 0.720 2.089 1.707
O -2.129 5.138 -0.497
P -2.681 5.794 0.785
N -4.317 5.561 0.323
C -5.097 6.495 -0.458
C -4.726 4.176 0.104
N -2.132 7.372 0.374
C -2.939 8.577 0.278
C -1.003 7.481 -0.549
N -3.291 6.518 2.291
C -2.179 6.668 3.260
C -4.383 5.860 3.025
H -5.227 7.439 0.073
H -6.126 6.144 -0.606
H -4.660 6.685 -1.443
H -4.703 3.630 1.053
H -4.075 3.652 -0.603
H -5.750 4.088 -0.275
H -3.438 8.654 -0.694
H -2.313 9.469 0.391
H -3.686 8.656 1.068
H -1.324 7.340 -1.586
H -0.234 6.740 -0.313
H -0.514 8.458 -0.471
H -1.806 5.692 3.588
H -2.496 7.239 4.137
H -1.340 7.214 2.823
H -4.160 4.806 3.218
H -5.333 5.931 2.494
H -4.560 6.354 3.985
O 2.142 -6.688 -0.540
P 1.342 -6.545 0.768
N 2.143 -7.855 1.541
C 1.720 -9.236 1.479
C 3.589 -7.725 1.681
N -0.148 -7.037 0.065
C -1.009 -8.116 0.515
C -0.305 -6.876 -1.380
N 0.421 -6.312 2.268
C -0.287 -5.008 2.221
C 1.112 -6.345 3.565
H 0.741 -9.367 1.941
H 2.371 -9.891 2.074
H 1.698 -9.621 0.455
H 3.821 -6.908 2.373
H 4.086 -7.513 0.728
H 4.060 -8.622 2.097
H -0.674 -9.088 0.134
H -2.034 -7.964 0.160
H -1.093 -8.171 1.601
H 0.198 -7.681 -1.925
H 0.100 -5.916 -1.710
H -1.361 -6.872 -1.670
H 0.420 -4.172 2.235
H -0.975 -4.904 3.064
H -0.893 -4.912 1.316
H 1.968 -5.664 3.583
H 1.452 -7.350 3.822
H 0.433 -6.062 4.375

Results of the Löwdin charge analysis, in e, for atoms 1 through 2: C -0.154; C -0.253



| no. | calculated total energy (eV) |
| --- | --- |
| 1 | -182034.586 |
| 2 | -129756.160 |
| 3 | -180037.872 |
| 4 | -95961.758 |